Computed, not measured: a molecular structure, C41H58N5O2PbSe in a non-equilibrium geometry, with the ωB97M-V functional and the def2-TZVPD basis.

Last column: Mulliken charge in e.
Geometry (Å):
1 Pb -0.25290 0.38500 0.61290  2.408
2 C -2.24500 -2.16390 1.58830  -1.413
3 N -2.07900 -1.57220 0.26170  1.136
4 C -3.35820 -1.01480 -0.17510  -1.401
5 C -1.59030 -2.57480 -0.69560  -1.848
6 C -0.06650 -2.63820 -0.77280  -0.654
7 N 0.57890 -1.38320 -1.16490  1.343
8 C 0.08300 -0.89070 -2.45970  -1.045
9 C 0.81780 0.27860 -3.06520  -0.975
10 C 1.36830 0.12530 -4.31420  -0.362
11 C 1.92250 1.19460 -5.02770  -0.858
12 C 1.92350 2.44700 -4.41030  0.022
13 C 1.39040 2.68200 -3.16560  -0.431
14 C 0.79050 1.58040 -2.44220  1.170
15 O 0.23440 1.76820 -1.32220  -0.835
16 C 1.40870 4.06380 -2.54370  2.177
17 C 2.04330 5.11970 -3.45410  -2.442
18 C 2.21270 4.02270 -1.23380  -1.634
19 C -0.03430 4.50350 -2.24510  -1.434
20 C 2.46830 0.98020 -6.42380  2.014
21 C 3.60070 -0.05680 -6.36470  -1.609
22 C 1.33210 0.46750 -7.32590  -1.620
23 C 3.02670 2.26310 -7.04560  -2.112
24 C 2.03320 -1.59330 -1.24660  -0.719
25 C 2.67330 -2.03130 0.03740  -0.527
26 C 3.27700 -3.25480 0.14130  -0.754
27 C 3.96420 -3.63980 1.30390  -0.529
28 C 4.00000 -2.73410 2.36270  -0.352
29 C 3.43190 -1.47730 2.32780  -0.468
30 C 2.72290 -1.08190 1.12870  0.965
31 O 2.17130 0.04620 0.99230  -1.000
32 C 3.51910 -0.61360 3.57270  2.212
33 C 4.97460 -0.53340 4.06990  -1.853
34 C 3.02300 0.82170 3.39080  -1.753
35 C 2.63800 -1.30540 4.63180  -1.284
36 C 4.67560 -4.97230 1.35520  2.011
37 C 5.28140 -5.27540 2.72860  -2.105
38 C 3.70620 -6.11290 1.01240  -1.664
39 C 5.81810 -4.94930 0.32470  -1.619
40 H -2.88980 -3.04980 1.55750  0.400
41 H -2.70660 -1.43550 2.25220  0.362
42 H -1.28140 -2.43760 2.00880  0.393
43 H -4.12560 -1.79010 -0.28020  0.346
44 H -3.23980 -0.49880 -1.12600  0.427
45 H -3.71220 -0.29880 0.56280  0.308
46 H -1.99710 -2.36000 -1.68570  0.442
47 H -1.95180 -3.57670 -0.41990  0.471
48 H 0.19940 -3.44110 -1.47800  0.465
49 H 0.32980 -2.89910 0.21050  0.317
50 H -0.95140 -0.57210 -2.31100  0.277
51 H 0.10120 -1.71340 -3.19140  0.649
52 H 1.36260 -0.85830 -4.76040  0.575
53 H 2.35680 3.27280 -4.93840  0.857
54 H 3.08040 4.88310 -3.68100  0.464
55 H 2.03080 6.07830 -2.94100  0.444
56 H 1.48480 5.23330 -4.38100  0.453
57 H 3.24590 3.74280 -1.43070  0.336
58 H 1.78450 3.30770 -0.53660  0.199
59 H 2.20220 5.00980 -0.77660  0.498
60 H -0.63930 4.45150 -3.14870  0.346
61 H -0.04160 5.52920 -1.88470  0.562
62 H -0.47250 3.86690 -1.48390  0.108
63 H 3.24400 -1.02280 -6.02080  0.342
64 H 4.38740 0.28000 -5.69330  0.370
65 H 4.02710 -0.18590 -7.35530  0.468
66 H 0.92460 -0.46990 -6.95860  0.341
67 H 1.70520 0.30800 -8.33460  0.464
68 H 0.53000 1.20150 -7.36690  0.377
69 H 3.84010 2.67200 -6.45080  0.425
70 H 2.25000 3.01560 -7.15880  0.422
71 H 3.41910 2.04100 -8.03470  0.429
72 H 2.47400 -0.63580 -1.54470  0.501
73 H 2.26040 -2.33950 -2.02460  0.439
74 H 3.22880 -3.93520 -0.69450  0.506
75 H 4.49890 -3.04310 3.26540  0.562
76 H 5.60810 -0.08210 3.30870  0.418
77 H 5.38190 -1.50810 4.32000  0.303
78 H 5.01740 0.08680 4.96290  0.493
79 H 3.53280 1.31140 2.56450  0.392
80 H 3.22220 1.38610 4.29950  0.529
81 H 1.95400 0.85090 3.20130  0.107
82 H 3.01160 -2.29720 4.87740  0.323
83 H 1.62100 -1.40170 4.25320  0.094
84 H 2.61350 -0.70590 5.53770  0.470
85 H 4.51770 -5.27840 3.50420  0.435
86 H 6.06000 -4.56080 2.98660  0.395
87 H 5.73440 -6.26390 2.70090  0.463
88 H 2.87390 -6.12500 1.71220  0.380
89 H 4.23390 -7.06010 1.08830  0.483
90 H 3.31440 -6.02810 0.00360  0.321
91 H 6.50690 -4.13590 0.54120  0.375
92 H 5.44240 -4.82370 -0.68690  0.348
93 H 6.36170 -5.88910 0.37740  0.461
94 Se -1.03460 0.14850 5.78990  -0.152
95 C -0.79860 0.30740 4.08280  -0.030
96 N -0.64300 0.40150 2.92600  -0.961
97 N -6.75960 4.77540 -0.27860  -0.414
98 C -5.76690 4.22830 -0.12240  -0.257
99 C -4.55000 3.51690 0.06120  0.592
100 C -3.83600 3.05220 -1.04480  -1.047
101 C -2.69050 2.31420 -0.81260  -0.268
102 N -2.24060 2.03930 0.40460  0.467
103 C -2.89750 2.50880 1.45670  -0.630
104 C -4.06310 3.24650 1.34160  -0.661
105 H -4.17770 3.26300 -2.04530  0.565
106 H -2.09590 1.92820 -1.62510  0.545
107 H -2.47540 2.26360 2.41990  0.433
108 H -4.59260 3.59560 2.21430  0.524

Cartesian forces (eV/Å) of the 2 atoms listed first:
-0.116 -0.165 0.452
-0.080 0.029 0.272

Values from the calculation:
- highest occupied orbital energy (spin up / spin down) (eV) = -9.60 / -9.60
- relative energy (zero: lowest compared OMol25 entry of this formula, charge and spin) (eV) = 0.829
- total charge = +1
- lowest unoccupied orbital energy (spin up / spin down) (Ha) = -0.1730 / -0.1888
- calculated total energy (eV) = -125591.858
- spin multiplicity = 1